Formula: C30H84Br6N12O4P4
Source: the Open Molecules 2025 dataset
Level of theory: the ωB97M-V functional and the def2-TZVPD basis

Each line ends with the Mulliken charge.
Positions of all 140 atoms, in Å:
Br (16.511, 10.265, 12.703)  -0.15
C (15.711, 11.920, 12.018)  -0.53
C (15.921, 13.057, 13.019)  -0.56
Br (14.595, 12.907, 14.467)  -0.09
H (14.650, 11.761, 11.889)  0.36
H (16.265, 12.104, 11.111)  0.38
H (15.678, 14.018, 12.592)  0.22
H (16.894, 13.052, 13.484)  0.39
Br (20.170, 14.526, 17.027)  -0.14
C (19.954, 16.140, 17.981)  -0.55
C (19.266, 15.820, 19.277)  -0.55
Br (18.989, 17.432, 20.248)  -0.14
H (19.349, 16.773, 17.362)  0.28
H (20.948, 16.583, 18.067)  0.41
H (19.845, 15.153, 19.900)  0.41
H (18.294, 15.378, 19.106)  0.29
Br (16.216, 16.601, 15.151)  -0.14
C (15.466, 16.434, 16.934)  -0.37
C (14.018, 16.062, 16.839)  0.52
Br (13.509, 15.853, 18.702)  -0.19
H (15.628, 17.408, 17.398)  0.05
H (16.078, 15.684, 17.417)  0.42
H (13.911, 15.110, 16.339)  0.12
H (13.375, 16.851, 16.434)  -0.36
O (9.171, 17.755, 17.313)  -0.96
P (9.923, 18.987, 17.278)  0.18
N (11.283, 18.820, 16.369)  0.84
C (12.453, 19.775, 16.337)  -1.39
C (11.071, 18.123, 15.021)  -1.27
N (10.541, 19.574, 18.686)  0.55
C (9.633, 20.153, 19.632)  -0.98
C (11.567, 18.792, 19.310)  -0.91
N (9.033, 20.197, 16.629)  0.24
C (7.586, 20.027, 16.628)  -1.13
C (9.412, 21.540, 16.523)  -1.00
H (12.391, 20.471, 15.484)  0.27
H (13.311, 19.139, 16.203)  0.30
H (12.545, 20.375, 17.236)  0.50
H (11.174, 18.800, 14.188)  0.35
H (10.167, 17.525, 15.001)  0.38
H (11.859, 17.370, 14.856)  0.24
H (9.092, 19.435, 20.257)  0.28
H (10.215, 20.875, 20.216)  0.37
H (8.865, 20.721, 19.103)  0.26
H (11.302, 17.770, 19.615)  0.25
H (12.367, 18.613, 18.609)  0.04
H (12.026, 19.372, 20.105)  0.48
H (7.299, 19.037, 16.246)  0.25
H (7.136, 20.187, 17.611)  0.31
H (7.151, 20.671, 15.883)  0.46
H (10.461, 21.636, 16.784)  0.30
H (8.849, 22.229, 17.138)  0.41
H (9.464, 21.953, 15.515)  0.31
O (7.475, 12.363, 17.605)  -0.91
P (8.812, 11.894, 18.070)  0.68
N (8.901, 11.609, 19.721)  0.44
C (8.235, 12.540, 20.635)  -1.16
C (9.752, 10.740, 20.398)  -1.24
N (10.109, 12.809, 17.557)  0.37
C (11.391, 12.489, 18.054)  -0.75
C (9.874, 14.170, 17.283)  -1.24
N (9.260, 10.381, 17.543)  0.07
C (9.477, 10.283, 16.145)  -1.14
C (8.269, 9.349, 17.885)  -1.24
H (7.621, 11.953, 21.320)  0.37
H (7.577, 13.182, 20.085)  0.34
H (8.928, 13.093, 21.261)  0.33
H (10.077, 9.942, 19.741)  0.45
H (9.208, 10.261, 21.233)  0.36
H (10.633, 11.189, 20.869)  0.26
H (11.306, 11.536, 18.554)  0.47
H (12.063, 12.372, 17.201)  0.07
H (11.800, 13.224, 18.754)  0.19
H (10.329, 14.423, 16.307)  0.31
H (8.833, 14.325, 17.080)  0.53
H (10.323, 14.833, 18.018)  0.20
H (8.548, 10.293, 15.565)  0.30
H (10.074, 11.135, 15.914)  0.41
H (10.063, 9.384, 15.944)  0.36
H (7.342, 9.423, 17.303)  0.38
H (8.049, 9.306, 18.956)  0.36
H (8.736, 8.380, 17.673)  0.43
O (16.466, 23.416, 21.302)  -0.92
P (17.241, 22.246, 20.833)  0.42
N (17.127, 20.836, 21.699)  0.77
C (15.843, 20.188, 21.622)  -1.05
C (17.826, 20.683, 22.978)  -1.06
N (18.862, 22.612, 21.003)  0.08
C (19.811, 21.699, 20.412)  -0.99
C (19.252, 23.979, 20.704)  -1.14
N (16.906, 21.877, 19.265)  0.29
C (15.740, 22.582, 18.626)  -0.93
C (17.215, 20.648, 18.563)  -0.81
H (15.975, 19.088, 21.612)  0.30
H (15.393, 20.521, 20.676)  0.19
H (15.232, 20.465, 22.486)  0.28
H (18.815, 21.104, 22.893)  0.35
H (17.928, 19.607, 23.166)  0.36
H (17.286, 21.184, 23.794)  0.27
H (19.503, 20.661, 20.528)  0.21
H (20.062, 21.907, 19.377)  0.29
H (20.723, 21.751, 21.013)  0.38
H (19.363, 24.145, 19.624)  0.33
H (18.500, 24.655, 21.098)  0.39
H (20.126, 24.263, 21.271)  0.36
H (15.992, 23.288, 17.846)  0.32
H (15.117, 21.824, 18.161)  0.13
H (15.206, 23.220, 19.305)  0.38
H (16.353, 19.991, 18.585)  0.41
H (18.056, 20.182, 19.044)  0.02
H (17.452, 20.809, 17.501)  0.33
O (15.249, 18.747, 8.851)  -0.89
P (15.263, 19.882, 9.822)  0.48
N (13.880, 20.752, 9.680)  0.30
C (12.823, 20.278, 8.823)  -1.13
C (13.784, 22.075, 10.268)  -1.11
N (16.629, 20.817, 9.755)  0.33
C (17.410, 20.775, 8.501)  -1.14
C (17.091, 21.745, 10.718)  -1.01
N (15.267, 19.512, 11.461)  0.31
C (16.378, 18.736, 11.868)  -1.07
C (14.020, 19.057, 11.990)  -1.30
H (12.781, 20.864, 7.911)  0.36
H (11.838, 20.275, 9.347)  0.33
H (13.074, 19.251, 8.626)  0.38
H (14.285, 22.849, 9.710)  0.31
H (14.090, 22.130, 11.297)  0.40
H (12.757, 22.482, 10.280)  0.35
H (18.361, 20.315, 8.802)  0.35
H (16.914, 20.107, 7.808)  0.35
H (17.482, 21.787, 8.115)  0.34
H (16.890, 21.464, 11.750)  0.34
H (18.174, 21.876, 10.685)  0.36
H (16.716, 22.761, 10.626)  0.27
H (16.835, 19.117, 12.784)  0.29
H (16.139, 17.668, 11.823)  0.28
H (17.174, 18.897, 11.142)  0.41
H (13.242, 19.842, 12.007)  0.23
H (14.197, 18.676, 12.997)  0.56
H (13.507, 18.309, 11.367)  0.35

Results
* SMILES: CN(C)P(=O)(N(C)C)N(C)C.CN(C)P(=O)(N(C)C)N(C)C.CN(C)P(=O)(N(C)C)N(C)C.CN(C)P(=O)(N(C)C)N(C)C.BrCCBr.BrCCBr.BrCCBr
* E_HOMO: -8.224 eV
* electronic energy: -18961.1539 a.u.
* spin multiplicity: 1
* Kohn-Sham gap: 8.3 eV
* total charge: 0